No. 1
47
Properties=species:S:1:pos:R:3:forces:R:3:lowdin_charge:R:1 method="wB97M-V/def2-TZVPD" total_energy_ev=-28622.20219 orbital_gap_ev=9.75 e_above_lowest_ev=1.235 lumo_ev=0.611
N -2.36765 6.20392 -2.99500 -0.125 -0.028 0.190 0.06
C -1.78298 4.88247 -3.19608 0.181 -0.088 -0.045 -0.32
C -2.20224 3.83082 -2.14633 -0.094 -0.004 0.091 -0.11
C -1.58876 2.46991 -2.37710 0.052 -0.075 -0.041 -0.23
C -2.27788 1.48666 -3.08898 0.016 0.033 0.015 -0.04
C -1.69678 0.24624 -3.33361 0.005 0.015 0.013 -0.08
C -0.41401 -0.02649 -2.87000 -0.024 0.037 0.015 -0.10
C 0.28385 0.94745 -2.16143 -0.084 0.009 -0.028 -0.08
C -0.30133 2.18490 -1.91812 -0.030 -0.010 -0.023 -0.04
C -2.15077 4.42584 -4.59725 0.204 -0.078 -0.212 -0.50
O -1.38812 4.18376 -5.49588 -0.264 0.086 0.366 0.12
O -3.49450 4.31507 -4.73548 0.078 -0.049 -0.210 0.10
H -3.38125 6.12534 -2.97165 0.104 0.063 -0.008 0.08
H -2.07282 6.57546 -2.09609 -0.039 -0.020 -0.140 0.08
H -0.69402 4.98255 -3.19876 -0.110 -0.029 0.003 0.15
H -1.90622 4.21469 -1.16017 -0.032 -0.057 -0.185 0.12
H -3.29769 3.75903 -2.15011 0.181 0.000 -0.007 0.12
H -3.28207 1.69976 -3.45467 0.179 -0.053 0.078 0.11
H -2.25004 -0.50969 -3.88630 0.102 0.126 0.093 0.10
H 0.04083 -0.99568 -3.05885 -0.068 0.153 0.015 0.10
H 1.28530 0.74216 -1.79554 -0.107 0.022 -0.040 0.10
H 0.24781 2.94133 -1.35894 -0.087 -0.114 -0.084 0.11
H -3.64605 4.04853 -5.65802 -0.030 0.046 0.151 0.13
N 0.28178 -4.64966 -0.77800 0.201 0.156 -0.071 -0.02
C 0.22397 -4.44743 0.66585 -0.134 -0.037 0.242 -0.31
C 1.27272 -3.49826 1.25108 0.043 0.010 -0.035 -0.23
C 1.14687 -3.33482 2.76416 -0.030 -0.072 0.064 -0.22
C 2.19968 -2.39605 3.34672 0.054 0.042 -0.062 -0.17
C 2.03635 -2.18999 4.86080 0.008 -0.090 -0.021 -0.33
N 0.76339 -1.55938 5.16006 0.106 0.069 -0.012 0.06
C 3.21884 -1.38986 5.39214 -0.103 0.358 0.067 -0.49
O 3.16236 -0.24889 5.78699 0.051 -0.467 -0.164 0.10
O 4.37118 -2.08764 5.35744 0.039 0.120 0.064 0.11
H 0.18144 -3.75451 -1.25016 -0.018 -0.124 0.015 0.05
H 1.20002 -5.00274 -1.03495 -0.123 0.011 -0.018 0.06
H 0.31352 -5.43110 1.14684 -0.006 0.157 -0.056 0.11
H -0.78115 -4.07873 0.91420 0.182 -0.052 -0.024 0.11
H 2.27651 -3.87236 0.99796 -0.131 0.040 0.036 0.11
H 1.17823 -2.51598 0.76568 -0.005 -0.100 0.050 0.11
H 1.23937 -4.32007 3.24665 -0.010 0.143 -0.072 0.12
H 0.15236 -2.95558 3.02312 0.105 -0.053 -0.054 0.11
H 3.20466 -2.78388 3.14521 -0.114 0.033 0.018 0.12
H 2.13401 -1.41471 2.85437 -0.004 -0.099 0.063 0.13
H 2.06533 -3.17516 5.34277 0.014 0.104 -0.041 0.16
H 0.61032 -1.56002 6.16096 -0.053 -0.003 0.028 0.08
H 0.82505 -0.57886 4.89824 -0.064 -0.043 0.001 0.08
H 5.06058 -1.48834 5.68628 -0.017 -0.087 -0.029 0.13

***

No. 2
47
Properties=species:S:1:pos:R:3:forces:R:3:lowdin_charge:R:1 method="wB97M-V/def2-TZVPD" total_energy_ev=-27490.75104 orbital_gap_ev=8.46 e_above_lowest_ev=18.168 lumo_ev=0.036
C -3.12363 -1.74643 1.06811 -1.088 -3.126 -4.243 -0.08
N -2.78939 -0.79602 -0.08076 -2.203 -0.087 2.085 -0.28
C -3.46918 -1.10207 -1.31508 -3.787 -12.644 8.765 -0.13
H -4.66745 -1.25322 -1.19635 2.156 0.460 0.281 0.12
H -3.26240 -2.36492 -1.72595 -0.017 3.878 1.312 0.17
H -3.44202 -0.58830 -2.04363 1.589 7.527 -9.343 -0.07
C -3.41418 0.43543 0.47911 3.979 3.319 -6.922 -0.28
C -2.42193 1.18970 1.25087 -1.610 1.479 8.028 -0.23
C -0.96146 0.97754 0.96702 0.604 3.489 3.733 -0.34
N -0.43812 1.29741 -0.27209 -0.317 3.070 -2.597 -0.08
H -1.12250 1.08151 -0.92733 -1.319 -1.809 -1.584 0.05
C -0.49080 2.86792 -0.61523 3.214 -2.205 2.956 -0.10
C 0.99321 3.13475 -0.16869 -4.955 8.620 5.855 -0.30
C 2.14995 2.80258 -0.81320 2.205 -5.051 -5.744 -0.24
N 2.30335 1.30006 -0.67585 2.272 0.009 2.228 0.07
C 3.43125 0.78477 -0.09574 0.101 -0.332 -2.388 -0.33
O 4.56184 1.35474 -0.11616 -1.253 1.219 0.289 0.00
C 3.55083 -0.69847 0.18382 1.595 4.172 0.373 -0.14
N 4.75788 -1.07046 0.52707 -5.507 -6.495 0.216 -0.02
O 5.72877 -0.42890 0.94640 2.992 3.214 -0.769 0.04
H 5.57923 0.46562 0.43575 0.005 0.553 1.038 0.08
C 2.37108 -1.50339 0.03593 3.006 -4.944 -1.828 -0.13
N 1.28038 -1.02489 -0.39860 -0.561 -0.641 1.927 0.07
C 0.23495 -1.94380 -0.47991 -1.351 3.373 -4.058 -0.18
C 0.44143 -3.19497 -0.77565 0.804 -6.989 4.458 -0.04
C 1.77847 -3.83636 -0.19822 -9.738 -7.149 -2.851 -0.14
C 2.74180 -3.15625 0.01852 5.733 11.346 2.309 -0.01
H 3.75653 -3.14177 0.25807 1.330 -1.288 0.726 0.07
H 1.77735 -4.95865 0.02620 -0.106 1.419 -1.009 0.13
H -0.35686 -4.06591 -0.63452 1.155 2.422 -1.308 0.13
H -0.64303 -1.43707 -0.95722 0.211 -0.578 1.413 0.10
H 1.44900 0.69246 -0.66590 0.661 0.656 0.223 0.08
H 3.09581 3.26852 -0.59108 -0.027 0.277 0.070 0.12
H 1.91234 2.70188 -1.94570 0.792 1.602 1.217 0.16
H 1.08373 3.03829 1.00747 -0.286 -0.198 -2.285 0.13
H 1.02124 4.60235 -0.15165 -0.008 -3.838 -0.146 0.20
H -0.45513 2.94672 -1.76098 -1.173 0.332 1.829 0.14
H -1.18720 3.36297 0.25083 1.232 -0.640 -3.134 0.15
H -0.32948 1.54359 1.81249 -1.383 -0.801 -1.685 0.16
H -0.79387 0.01852 1.25904 0.901 -3.079 0.108 0.05
H -2.53072 0.66172 2.51348 0.509 1.360 -3.309 0.18
H -2.76155 2.30941 1.67490 0.749 -2.753 -1.931 0.15
H -3.38166 1.14247 -0.55672 -0.623 -1.348 2.079 0.17
H -4.41491 0.45515 0.70994 -2.269 -0.496 1.141 0.08
H -4.34181 -1.74790 1.19605 3.134 -0.107 0.343 0.14
H -2.43767 -1.53717 1.84841 -0.193 0.511 1.229 0.04
H -2.76346 -2.83914 0.69274 -1.159 2.289 0.904 0.11

***

No. 3
43
Properties=species:S:1:pos:R:3:forces:R:3:lowdin_charge:R:1 method="wB97M-V/def2-TZVPD" total_energy_ev=-21543.00869 orbital_gap_ev=8.60 e_above_lowest_ev=3.768 lumo_ev=0.760
C 1.07653 0.02326 2.52111 2.594 0.479 1.829 -0.11
C 1.18415 0.87576 1.31497 0.320 1.166 -1.117 -0.26
N 0.76427 0.21470 0.04949 1.507 0.552 1.445 -0.12
C 0.48603 -1.25812 0.06809 -0.852 1.858 2.240 -0.19
C 1.10202 -2.11416 -0.92790 1.572 -2.197 0.750 -0.19
C 2.53800 -2.56338 -0.55702 -0.844 0.829 1.615 -0.21
C 3.61913 -1.72040 -1.11775 0.755 0.737 0.423 -0.21
O 3.74822 -0.43013 -0.34605 2.437 -2.845 -1.215 -0.08
C 0.33089 1.06914 -1.04945 -1.859 -1.486 -1.623 -0.34
C 1.46467 1.84896 -1.60742 1.687 1.238 0.741 -0.08
C -0.97017 2.09724 -0.91919 1.191 -0.430 0.751 -0.10
C -2.16379 1.44420 -0.26931 -1.184 -0.261 -0.556 -0.24
C -2.40756 1.64459 1.10732 -0.282 -2.202 -0.772 -0.02
C -3.38260 0.78302 1.71897 1.449 1.492 -1.546 0.00
C -4.12526 -0.12681 0.97558 -0.543 0.897 1.285 -0.34
O -5.16403 -0.79589 1.57424 -0.093 -0.397 0.072 0.03
C -3.96648 -0.23274 -0.37190 0.872 0.719 -1.765 -0.05
C -3.05908 0.58998 -1.05293 1.662 0.439 2.209 0.00
H 1.09244 0.69281 3.44038 0.273 -0.913 -1.012 0.11
H 0.13613 -0.38923 2.47288 -2.191 -1.266 0.329 0.04
H 1.85313 -0.78295 2.61056 -0.664 0.775 0.009 0.09
H 2.15108 1.45193 1.26963 -0.347 -0.914 -0.246 0.12
H 0.49772 1.67107 1.57066 -0.590 0.526 -0.474 0.08
H -0.55828 -1.19022 -0.05578 -1.716 -1.069 -0.099 0.10
H 0.70360 -1.75925 1.08318 -0.442 1.311 -1.508 0.14
H 1.05018 -1.74659 -1.90901 0.056 0.674 -1.523 0.09
H 0.56444 -3.07000 -0.92944 -0.444 0.297 -0.056 0.12
H 2.68108 -2.64923 0.55008 -0.357 0.370 -0.608 0.13
H 2.59752 -3.56652 -0.85289 0.621 -1.505 -0.944 0.09
H 3.35944 -1.65753 -2.19821 0.572 0.907 0.439 0.12
H 4.60489 -2.29376 -1.04798 -1.063 1.357 0.117 0.13
H 3.01599 0.15398 -0.31663 -1.824 0.149 -0.472 -0.01
H 0.05352 0.33052 -1.86567 -0.087 0.698 0.824 0.15
H 2.36124 1.25939 -1.87703 -0.685 0.036 -0.219 0.08
H 1.18397 2.53092 -2.39872 -0.144 -0.137 -0.489 0.08
H 1.84368 2.52931 -0.82543 -0.071 -0.067 -0.044 0.09
H -0.59990 2.92638 -0.27140 -0.361 -0.396 -0.377 0.11
H -1.24129 2.56470 -1.89510 0.508 -0.647 0.461 0.12
H -1.72685 2.31270 1.69198 -0.962 -0.654 -0.457 0.12
H -3.51515 0.96882 2.73532 -0.669 -0.251 1.618 0.09
H -5.73143 -1.19195 0.88611 0.488 0.257 0.481 0.11
H -4.58531 -0.96695 -0.86194 -0.088 0.005 -0.514 0.11
H -2.86675 0.52242 -2.11639 -0.202 -0.131 -0.002 0.10